# 1
# C23H72N4O11

A cluster of 11 separate species, C23H72N4O11 in total in a non-equilibrium geometry (wB97M-V/def2-TZVPD, the Open Molecules 2025 dataset).

Calculated values
* LUMO level: 0.555 eV
* total charge: 0
* spin multiplicity: 1
* molecular weight: 580.846 u
* energy above the lowest of the compared OMol25 structures with the same formula, charge and spin: 53.9 kcal per mole
* SMILES: COC[C@H](C)N.COC[C@H](C)N.COC[C@H](C)N.COC[C@H](C)N.CO.CO.CO.CO.CO.CO.CO

Last column: Mulliken charge in e.
Cartesian coordinates (Å):
C1 -5.74716 0.56774 1.13948  -0.732
O1 -5.19140 -0.71071 1.10914  -0.248
C2 -4.73133 -1.01324 -0.14154  -0.867
C3 -3.98697 -2.32597 -0.17613  0.398
C4 -4.69954 -3.54859 0.48892  -1.376
N1 -2.71476 -2.23104 0.57687  0.270
H1 -6.62711 0.58855 0.51145  0.337
H2 -5.15412 1.49582 0.84246  0.183
H3 -6.01552 0.63478 2.19844  0.266
H4 -5.54896 -1.04430 -0.86655  0.484
H5 -4.09794 -0.19534 -0.51806  0.359
H6 -3.71994 -2.55382 -1.21228  0.286
H7 -4.08645 -4.44199 0.17211  0.386
H8 -5.69208 -3.67919 -0.01038  0.450
H9 -4.83771 -3.39234 1.57448  0.173
H10 -2.02362 -1.98381 -0.11577  -0.173
H11 -2.45924 -3.16381 0.81372  0.092
C5 3.37020 -5.76501 -0.36948  -0.780
O2 2.03227 -5.21785 -0.14533  -0.311
C6 1.84624 -4.62500 1.13448  -1.129
C7 0.49390 -3.99636 1.18171  2.342
C8 0.51253 -2.91680 2.27385  -0.944
N2 -0.63252 -4.92799 1.16563  -0.503
H12 3.62131 -6.10984 0.65792  0.383
H13 4.08644 -4.99208 -0.61942  0.238
H14 3.28969 -6.56473 -1.13423  0.221
H15 1.84553 -5.38480 1.99047  0.314
H16 2.64191 -3.94954 1.39699  0.486
H17 0.38387 -3.40873 0.22695  -1.354
H18 0.71902 -3.39767 3.25517  0.482
H19 -0.41637 -2.35578 2.33834  -0.013
H20 1.26842 -2.21025 2.02781  0.205
H21 -0.97534 -5.11006 2.10550  0.241
H22 -0.54334 -5.77136 0.59203  0.199
C9 -0.18301 4.31631 -3.16352  -0.853
O3 -1.10501 3.99767 -2.16698  -0.271
C10 -0.92336 5.07893 -1.24356  -0.813
C11 -2.03223 4.91946 -0.05326  0.673
C12 -3.13423 5.83761 -0.32718  -1.576
N3 -1.47171 5.12081 1.29187  -0.651
H23 -0.46964 5.25992 -3.71042  0.331
H24 -0.18419 3.50830 -3.90806  0.252
H25 0.84951 4.48035 -2.83820  0.369
H26 0.05477 4.96535 -0.80567  0.327
H27 -1.00235 5.99705 -1.70624  0.674
H28 -2.32311 3.87190 -0.08205  0.027
H29 -3.93025 5.90692 0.46329  0.380
H30 -3.64795 5.51478 -1.25361  0.332
H31 -2.78262 6.89290 -0.36283  0.344
H32 -0.99264 6.02504 1.38058  0.271
H33 -0.70488 4.46861 1.47092  0.185
C13 3.36759 -1.12252 -0.24371  0.031
O4 3.30398 -2.12267 -1.27113  -0.413
C14 2.62371 -1.67062 -2.42276  0.124
C15 2.15648 -2.89782 -3.22720  0.353
C16 1.96330 -2.52194 -4.70445  -1.303
N4 0.91571 -3.47149 -2.62555  -0.522
H34 4.21726 -0.45960 -0.48003  0.319
H35 3.66976 -1.72097 0.59899  0.409
H36 2.46439 -0.56098 -0.01989  -0.427
H37 1.88340 -0.92958 -2.12506  -0.443
H38 3.32732 -1.03859 -3.00284  0.465
H39 3.00736 -3.59400 -3.04675  0.266
H40 2.02447 -3.43058 -5.32721  0.400
H41 2.60113 -1.73531 -5.11864  0.289
H42 0.89450 -2.16174 -4.80457  0.268
H43 0.74740 -4.21505 -3.28270  0.249
H44 1.12257 -3.82909 -1.67272  0.040
C17 2.72286 1.73391 -3.77609  0.260
O5 2.71365 0.85970 -4.94951  -0.497
H45 2.90696 1.10183 -2.91394  -0.113
H46 3.56782 2.48787 -3.78011  0.325
H47 1.75768 2.26496 -3.71808  -0.237
H48 2.21691 1.28879 -5.68238  0.307
C18 2.03771 5.83292 2.74069  -0.770
O6 1.86078 4.69775 1.92077  -0.281
H49 1.36360 6.58134 2.27820  0.219
H50 1.68361 5.63183 3.75657  0.298
H51 3.04273 6.25444 2.65290  0.333
H52 2.49587 4.00456 2.16665  0.254
C19 -0.13704 1.73423 0.08612  -0.724
O7 0.47479 0.46957 0.12251  0.120
H53 0.56635 2.50968 0.38403  0.264
H54 -0.37476 2.03901 -0.95180  0.166
H55 -1.05031 1.84272 0.65382  0.429
H56 0.00759 -0.24990 -0.38326  -0.175
C20 4.40882 2.58367 3.55078  -0.762
O8 3.87411 2.42450 2.24284  -0.591
H57 5.35295 1.98011 3.69009  0.250
H58 4.64619 3.62913 3.61888  0.303
H59 3.80159 2.24203 4.34611  0.316
H60 3.20933 1.70298 2.33209  0.628
C21 1.08260 0.87280 3.52054  -0.515
O9 2.03597 0.43275 2.54091  -0.714
H61 0.21316 0.20120 3.43520  0.091
H62 1.48991 0.64057 4.54428  0.351
H63 0.65689 1.84873 3.48948  0.244
H64 1.70801 0.42189 1.62135  0.235
C22 -3.10092 -1.98083 4.00230  -0.676
O10 -2.28401 -1.15787 3.20439  -0.450
H65 -3.79390 -2.65842 3.57816  0.208
H66 -2.37580 -2.58720 4.65011  0.231
H67 -3.72506 -1.39012 4.63759  0.300
H68 -2.53852 -1.17164 2.25108  0.259
C23 -0.89101 -0.39140 -2.93689  -0.591
O11 -0.84136 -1.23160 -1.77606  -0.566
H69 -1.45559 -0.86021 -3.79815  0.319
H70 -1.46321 0.48821 -2.62309  0.252
H71 0.07281 -0.04968 -3.28242  0.034
H72 -0.45712 -2.05308 -2.12024  0.198

# 2
# C23H72O13

A cluster of 13 separate species, C23H72O13 in total in a non-equilibrium geometry (wB97M-V/def2-TZVPD, the Open Molecules 2025 dataset).

Calculated values
* LUMO level: 0.146 eV
* total charge: 0
* spin multiplicity: 1
* molecular weight: 556.816 u
* energy above the lowest of the compared OMol25 structures with the same formula, charge and spin: 32.7 kcal per mole

Last column: Mulliken charge in e.
Cartesian coordinates (Å):
C1 -0.37229 0.65739 -0.03905  -0.899
C2 1.12194 0.56692 0.26134  1.513
C3 1.64939 -0.84426 0.35680  0.210
O1 1.85510 1.26394 -0.79036  -0.168
H1 -0.97406 0.25150 0.77138  0.233
H2 -0.59900 0.11733 -0.97137  0.221
H3 -0.63932 1.69790 -0.25231  -0.191
H4 1.35784 1.06883 1.21804  -0.311
H5 1.03483 -1.46832 1.01399  -0.082
H6 2.68846 -0.91689 0.68218  -0.291
H7 1.58899 -1.31544 -0.63488  -0.245
H8 2.84085 1.28412 -0.56362  0.033
C4 -1.78927 4.04155 1.29943  -0.951
C5 -2.74129 4.77033 0.42840  0.640
C6 -2.53543 4.43746 -1.02829  -1.052
O2 -4.13921 4.37573 0.76085  -0.635
H9 -1.71862 2.99071 1.03305  -0.026
H10 -2.00750 4.17276 2.36343  0.431
H11 -0.78727 4.49247 1.17328  0.445
H12 -2.69208 5.85406 0.61509  0.187
H13 -3.31118 4.89069 -1.66162  0.423
H14 -2.59948 3.36607 -1.23723  0.204
H15 -1.57308 4.80375 -1.40800  -0.093
H16 -4.26154 4.41627 1.71872  0.321
C7 5.22551 -0.56606 -3.88564  -1.690
C8 4.87101 -1.70733 -2.99227  0.629
C9 4.62613 -1.26323 -1.54285  -0.638
O3 3.70903 -2.31613 -3.48844  -0.537
H17 6.17696 -0.12568 -3.58466  0.440
H18 4.44438 0.18726 -3.95422  0.252
H19 5.42611 -0.94469 -4.90578  0.378
H20 5.69962 -2.43338 -2.96703  0.315
H21 3.69034 -0.70660 -1.48184  -0.101
H22 5.43930 -0.66013 -1.12234  0.405
H23 4.51801 -2.11846 -0.85423  0.247
H24 3.46121 -2.98594 -2.83630  0.291
C10 -2.72422 1.11526 3.71330  -0.564
C11 -4.07266 1.36008 3.07835  0.783
C12 -4.65664 0.08444 2.44135  -1.259
O4 -5.00886 1.95105 4.08002  -0.595
H25 -1.99495 0.65669 3.02421  -0.355
H26 -2.77336 0.43580 4.58324  0.479
H27 -2.28367 2.06030 4.05162  0.352
H28 -3.91966 2.11351 2.29998  -0.160
H29 -5.72585 0.23804 2.27604  0.398
H30 -4.51316 -0.79629 3.07243  0.382
H31 -4.22387 -0.11004 1.45283  0.165
H32 -5.18727 1.30461 4.77715  0.356
C13 -4.94281 -1.05183 -3.14237  -1.388
C14 -5.04685 -0.67220 -1.69320  0.875
C15 -6.36718 0.06355 -1.45742  -1.297
O5 -5.01373 -1.88774 -0.87464  -0.599
H33 -3.90553 -1.29888 -3.39811  0.311
H34 -5.23135 -0.23473 -3.81513  0.394
H35 -5.57511 -1.90898 -3.37921  0.341
H36 -4.19542 -0.05655 -1.43144  -0.028
H37 -6.43296 0.94963 -2.08705  0.398
H38 -6.44759 0.41330 -0.42572  0.244
H39 -7.19226 -0.60452 -1.70052  0.366
H40 -5.77731 -2.43370 -1.07563  0.275
C16 0.53113 4.23055 -2.23850  -0.764
O6 0.38695 2.88736 -2.55184  -0.450
H41 1.37385 4.68119 -2.78993  0.297
H42 -0.37579 4.76289 -2.51185  0.461
H43 0.72309 4.37811 -1.16268  0.245
H44 0.97253 2.36845 -1.93857  0.115
C17 1.64978 -4.29664 2.50432  -0.338
O7 2.01392 -3.59048 3.71404  -0.549
H45 0.56587 -4.29749 2.33388  0.121
H46 2.13813 -3.86262 1.61176  0.074
H47 2.00017 -5.32157 2.59581  0.389
H48 1.53146 -2.73945 3.73881  0.464
C18 -2.50835 -2.87274 1.50016  0.270
O8 -2.67258 -3.08894 0.07858  -0.618
H49 -2.49433 -3.82174 2.04191  0.334
H50 -1.56768 -2.32208 1.70040  -0.155
H51 -3.30592 -2.23614 1.91000  -0.228
H52 -3.51073 -2.67458 -0.25933  0.423
C19 5.70902 -2.43627 1.88431  -0.245
O9 6.31059 -3.22783 0.86004  -0.505
H53 4.87827 -1.81742 1.49383  -0.090
H54 5.27957 -3.12199 2.61272  0.236
H55 6.40528 -1.76637 2.40491  0.333
H56 6.94679 -2.70575 0.36473  0.290
C20 1.03391 0.41764 4.02506  -0.383
O10 0.76427 -0.93233 3.63038  -0.443
H57 1.31931 0.44886 5.08883  0.371
H58 1.91596 0.77717 3.49892  0.036
H59 0.19903 1.09462 3.84289  0.102
H60 -0.07344 -1.15078 4.07368  0.265
C21 4.42660 2.01483 1.54669  -0.526
O11 4.57232 1.82873 0.10493  -0.444
H61 5.24997 2.60242 1.98529  0.394
H62 3.49809 2.55975 1.81331  0.201
H63 4.40679 1.03725 2.01850  0.152
H64 4.67740 2.69396 -0.31561  0.240
C22 0.08651 -3.53866 -1.95450  -0.200
O12 -1.17430 -4.15129 -2.10615  -0.600
H65 0.76770 -3.93330 -2.70151  0.247
H66 0.02779 -2.43733 -2.05795  0.108
H67 0.51030 -3.72628 -0.94443  0.111
H68 -1.73922 -3.80646 -1.37275  0.483
C23 1.62291 0.20395 -4.11406  -0.459
O13 2.07830 -0.34081 -5.36169  -0.592
H69 2.14643 1.11291 -3.77714  0.245
H70 0.55480 0.39113 -4.19457  0.346
H71 1.74986 -0.51667 -3.27862  0.142
H72 2.92553 -0.78306 -5.21070  0.308

# 3
# C23H80N4O17

A cluster of 17 separate species, C23H80N4O17 in total in a non-equilibrium geometry (wB97M-V/def2-TZVPD, the Open Molecules 2025 dataset).

Calculated values
* LUMO level: 0.249 eV
* total charge: 0
* spin multiplicity: 1
* molecular weight: 684.904 u

Last column: Mulliken charge in e.
Cartesian coordinates (Å):
C1 -0.08540 -2.77762 2.92010  0.420
C2 0.12740 -3.99795 2.09492  -0.138
O1 1.22055 -4.77989 2.62922  -0.632
H1 -0.21137 -2.96688 3.96066  0.611
H2 -0.76532 -2.10125 2.54459  -0.512
H3 0.84763 -2.16326 2.83129  -0.466
H4 0.45317 -3.75360 1.09667  -0.002
H5 -0.75869 -4.61257 2.01870  0.387
H6 1.42356 -5.48628 2.01376  0.360
C3 4.60216 -0.40372 0.80024  -0.477
C4 5.72219 0.52964 0.36840  -0.685
O2 6.13178 1.10131 1.55567  -0.544
H7 4.27469 -0.97024 -0.03098  0.063
H8 3.73996 0.18195 1.18724  0.019
H9 4.83365 -1.20276 1.45622  0.711
H10 5.40907 1.29082 -0.33962  0.143
H11 6.54197 0.00927 -0.07095  0.533
H12 6.88027 1.73783 1.38895  0.283
C5 -2.36939 -3.15162 0.13064  -0.181
C6 -3.01614 -4.40258 -0.53094  -0.888
O3 -2.19464 -5.39290 -0.02341  -0.516
H13 -2.25979 -3.14477 1.21427  0.221
H14 -2.97847 -2.23823 -0.04353  -0.012
H15 -1.41397 -3.00193 -0.22406  0.366
H16 -2.81514 -4.35619 -1.58785  0.197
H17 -4.10154 -4.56801 -0.40603  0.394
H18 -2.72087 -6.18800 0.27407  0.308
C7 -3.57165 2.27663 -1.34588  -0.510
C8 -4.74661 2.73755 -2.22260  -0.614
O4 -5.42955 1.74201 -2.93562  -0.589
H19 -2.77238 1.81572 -1.88383  -0.284
H20 -3.87192 1.72434 -0.45946  0.539
H21 -3.11108 3.13341 -0.95643  0.436
H22 -4.32520 3.29640 -3.02468  0.330
H23 -5.34364 3.47736 -1.68141  0.369
H24 -5.76471 2.07538 -3.75913  0.313
C9 -3.19252 -0.56466 2.85273  0.323
C10 -4.50124 -1.22177 2.30539  -0.493
O5 -5.41709 -1.46936 3.42502  -0.561
H25 -3.46308 0.41943 3.31473  0.521
H26 -2.39666 -0.44714 2.10946  -0.786
H27 -2.78700 -1.21389 3.71317  0.279
H28 -4.30473 -2.08560 1.69241  0.218
H29 -5.07100 -0.63391 1.54880  0.262
H30 -6.11426 -1.92410 2.94381  0.339
C11 0.90775 -0.03209 0.47009  1.322
C12 -0.23154 -0.52964 -0.41185  1.483
O6 -0.60503 0.56056 -1.22961  1.659
H31 1.81656 0.00775 -0.12778  -0.354
H32 1.17683 -0.68778 1.30046  -0.594
H33 0.68667 0.92303 0.91985  -0.485
H34 -1.04237 -0.84401 0.18789  -1.273
H35 0.02936 -1.38474 -1.01716  0.094
H36 -1.03443 1.16774 -0.58559  -0.945
C13 2.47188 0.20512 -3.03663  0.259
O7 2.76862 -0.86296 -2.26842  -0.662
N1 3.29133 0.60157 -3.91844  -0.436
N2 1.40290 0.92049 -2.98169  0.728
H37 4.12131 -0.09563 -4.05450  0.365
H38 3.11905 1.33746 -4.67029  0.203
H39 0.67475 0.69974 -2.27999  -1.267
H40 1.28242 1.73025 -3.61702  0.251
C14 2.64110 2.67590 2.56044  0.286
O8 1.47780 3.36759 2.35181  -0.715
N3 3.64682 2.70124 1.79903  -0.258
N4 2.85561 2.03317 3.67487  -0.312
H41 3.54939 3.07991 0.82373  0.479
H42 4.41304 2.05603 1.90822  0.097
H43 2.00749 1.86702 4.29023  0.232
H44 3.59663 1.34070 3.81291  0.387
C15 -0.51228 -1.92113 -4.04841  -0.098
O9 0.51804 -2.39974 -3.27442  -0.405
H45 -1.05962 -1.22984 -3.46545  -0.667
H46 -1.30685 -2.63672 -4.13473  0.510
H47 -0.09672 -1.52870 -4.93991  0.334
H48 0.58302 -3.37188 -3.29759  0.274
C16 -1.45715 2.49226 2.01568  -0.808
O10 -1.06431 2.87126 0.77659  -0.323
H49 -2.25556 3.20115 2.28372  0.527
H50 -0.74150 2.55999 2.82208  0.489
H51 -1.87549 1.48050 1.97631  -0.192
H52 -0.88083 3.80792 0.77079  0.245
C17 1.97091 3.38931 -0.86704  -0.812
O11 3.36739 3.37532 -0.68885  -0.707
H53 1.84135 3.76782 -1.89635  0.435
H54 1.32383 3.89954 -0.16438  0.325
H55 1.61606 2.32923 -0.81268  0.428
H56 3.80772 2.94467 -1.43201  0.277
C18 3.22691 -1.14055 3.93684  -0.366
O12 4.34367 -0.27572 3.77367  -0.718
H57 2.76733 -1.02680 4.89811  0.443
H58 3.57361 -2.18912 4.07647  0.335
H59 2.55319 -1.11640 3.01105  -0.049
H60 4.84923 -0.52325 2.99938  0.323
C19 3.08294 -3.49845 0.00181  -0.859
O13 1.86989 -3.12889 -0.66663  -0.521
H61 3.05581 -4.55933 0.22443  0.354
H62 3.24006 -2.96493 0.94598  0.116
H63 3.92408 -3.27814 -0.54532  0.495
H64 1.92247 -2.22114 -0.98049  -0.034
C20 -3.55596 -1.10038 -2.29135  -0.490
O14 -4.71189 -0.83651 -1.55705  -0.648
H65 -3.37812 -2.12728 -2.36486  0.441
H66 -2.70089 -0.70851 -1.75062  0.010
H67 -3.78897 -0.61875 -3.21201  0.499
H68 -4.97117 0.08675 -1.73972  0.214
C21 -0.11503 0.55352 4.29329  -1.445
O15 0.63347 1.54726 4.96351  -0.514
H69 -1.10304 0.93822 4.27251  0.705
H70 -0.06966 -0.42925 4.72045  0.497
H71 0.20318 0.45426 3.19540  0.490
H72 0.22890 1.60027 5.83011  0.329
C22 -1.48227 1.20714 -4.65061  -0.080
O16 -0.61834 1.72579 -5.54241  -0.503
H73 -2.02194 0.31770 -4.81699  0.592
H74 -2.31436 1.89270 -4.39393  0.345
H75 -0.96726 1.03691 -3.77678  -0.786
H76 -1.25625 2.08619 -6.14529  0.383
C23 -1.18521 4.11691 -2.52091  -0.388
O17 -0.08851 4.85457 -2.97746  -0.604
H77 -0.96381 3.08000 -2.45766  -0.047
H78 -1.89509 4.20023 -3.30537  0.259
H79 -1.65485 4.45330 -1.59024  0.431
H80 0.23295 5.39395 -2.24589  0.360